Entry 1:
{
  "formula": "C25H39HfO",
  "method": "ωB97M-V with the def2-TZVPD basis set",
  "symbols": ["Hf", "O", "C", "C", "C", "C", "C", "C", "C", "C", "C", "C", "C", "C", "C", "C", "C", "C", "C", "C", "C", "C", "C", "C", "C", "C", "C", "H", "H", "H", "H", "H", "H", "H", "H", "H", "H", "H", "H", "H", "H", "H", "H", "H", "H", "H", "H", "H", "H", "H", "H", "H", "H", "H", "H", "H", "H", "H", "H", "H", "H", "H", "H", "H", "H", "H"],
  "xyz": [[0.030, 0.173, 0.368], [-0.980, -0.666, 2.008], [-0.448, -0.775, 3.394], [2.155, -0.114, 1.094], [-2.690, 1.781, -1.353], [-1.366, 1.877, -0.675], [3.219, -0.692, -1.634], [-0.214, -1.504, -4.192], [-2.068, -2.894, 1.997], [2.720, -3.106, -1.169], [0.230, 2.416, 0.936], [0.909, -1.674, -3.376], [-2.262, 2.360, 1.728], [-1.177, 2.167, 0.721], [2.272, 2.795, -0.634], [1.847, -1.340, 0.422], [0.143, 1.832, -2.792], [-0.434, -1.200, -1.361], [-1.532, -0.560, 4.425], [-0.080, 1.906, -1.320], [-2.270, -1.406, 1.802], [-1.498, -1.318, -3.620], [0.903, 2.276, -0.338], [0.829, 2.954, 2.193], [0.810, -1.520, -1.993], [-1.638, -1.238, -2.240], [2.222, -1.665, -1.031], [2.629, 2.456, -1.613], [0.331, -0.006, 3.474], [-1.277, -3.285, 1.342], [-1.898, 2.185, 2.751], [-2.597, -1.158, 0.783], [2.789, 0.315, -1.744], [-2.080, 0.376, 4.262], [1.946, -3.818, -0.860], [-2.652, -1.198, -1.826], [-0.135, 2.781, -3.278], [2.264, 3.897, -0.651], [1.195, 1.628, -3.029], [1.911, 2.781, 2.225], [-2.977, -0.971, 2.513], [-1.053, -0.494, 5.407], [-1.831, -3.134, 3.040], [-3.101, 1.673, 1.546], [-3.386, 1.158, -0.776], [2.997, 2.484, 0.127], [0.385, 2.484, 3.081], [-2.231, -1.401, 4.461], [2.105, -0.090, 2.194], [1.677, -2.232, 1.056], [0.019, -1.763, 3.468], [-0.079, -2.318, -0.828], [-2.597, 1.339, -2.350], [2.941, 0.558, 0.737], [2.968, -3.309, -2.215], [-0.453, 1.027, -3.237], [-2.998, -3.409, 1.735], [-2.346, -1.265, -4.319], [-0.094, -1.560, -5.278], [0.655, 4.039, 2.270], [1.886, -1.872, -3.805], [3.503, -1.032, -2.638], [-3.146, 2.777, -1.463], [4.140, -0.602, -1.042], [3.618, -3.295, -0.566], [-2.656, 3.388, 1.684]],
  "forces_ev_per_a": [[2.2, -2.6, 0.4], [-1.3, -0.7, 1.3], [-0.1, 0.1, -0.4], [-0.2, 1.2, 0.5], [-0.3, -0.2, -0.1], [0.5, 0.1, 0.6], [0.2, 0.4, -0.4], [1.1, -0.3, 0.7], [-0.1, 0.0, -0.1], [-0.1, 0.1, -0.3], [-0.7, 1.0, -1.1], [-0.5, 0.6, -1.1], [-0.3, -0.1, 0.3], [0.9, 1.0, -0.9], [0.4, -0.1, 0.1], [-1.0, -1.2, -0.4], [0.1, -0.2, -0.3], [-0.4, -3.5, -1.2], [0.1, 0.0, 0.2], [0.0, 1.3, 1.0], [0.7, 0.3, 0.1], [-0.2, 0.1, 0.6], [-1.4, 1.1, 0.0], [0.2, 0.0, 0.2], [2.0, 0.2, 0.7], [0.9, -0.4, -0.7], [-1.9, 0.0, -0.3], [0.0, 0.1, 0.2], [-0.2, -0.2, -0.2], [-0.2, 0.2, 0.2], [-0.1, 0.1, -0.2], [0.2, 0.0, 0.2], [0.2, -0.2, 0.1], [0.1, -0.2, 0.0], [0.1, 0.0, 0.0], [0.5, 0.1, 0.0], [0.1, -0.3, 0.1], [-0.1, -0.3, 0.0], [-0.2, 0.1, 0.0], [-0.2, 0.0, 0.0], [0.0, -0.1, -0.3], [-0.1, 0.0, -0.1], [0.0, 0.0, -0.3], [0.1, 0.2, 0.1], [0.0, 0.2, -0.2], [-0.1, 0.1, -0.2], [0.1, 0.2, -0.1], [0.1, 0.2, 0.1], [0.3, -0.3, -0.3], [0.3, 0.3, -0.4], [-0.1, 0.2, 0.0], [-1.4, 2.3, 0.3], [0.0, 0.1, 0.1], [-0.2, -0.3, 0.0], [0.0, -0.1, 0.1], [0.1, 0.3, 0.0], [0.1, 0.1, 0.1], [0.3, 0.0, 0.6], [-0.2, -0.1, 0.4], [0.0, -0.3, 0.0], [-0.2, -0.1, -0.1], [0.0, 0.1, 0.2], [0.1, -0.3, 0.0], [-0.3, -0.2, 0.0], [-0.2, 0.2, -0.1], [0.1, -0.3, 0.0]],
  "e_homo_ev": -8.819,
  "total_energy_ha": -1098.9333,
  "largest_force_ev_per_a": 3.7,
  "charge": 1,
  "e_above_lowest_ev": 0.0000,
  "gap_ha": 0.2002
}

***

Entry 2:
{
  "formula": "C8H10F6N2O2SSbSe3SnTe",
  "method": "ωB97M-V with the def2-TZVPD basis set",
  "symbols": ["Te", "Sb", "Sn", "Se", "Se", "Se", "S", "F", "F", "F", "F", "F", "F", "O", "O", "N", "N", "C", "C", "C", "C", "C", "C", "C", "C", "H", "H", "H", "H", "H", "H", "H", "H", "H", "H"],
  "xyz": [[-2.444, -0.231, -5.009], [1.105, -0.034, 2.462], [-0.014, -0.013, -0.662], [-3.004, -1.440, -2.966], [-3.611, -0.226, -7.200], [-1.219, -0.248, -2.618], [0.306, 1.931, 1.220], [0.946, 1.119, 3.997], [-1.459, -1.243, 0.298], [2.091, -1.261, 3.486], [1.119, -1.343, 1.064], [-0.513, -0.874, 2.955], [2.840, 0.737, 1.984], [2.321, -3.375, -0.869], [1.154, -1.636, -1.693], [-2.071, 1.408, 0.144], [2.266, 1.038, -1.057], [-4.008, 0.620, 1.296], [3.371, -1.203, -0.899], [-1.429, 1.451, 1.315], [-2.054, 1.223, 2.535], [3.254, 0.114, -1.670], [-3.356, 0.764, 2.513], [-3.343, 1.001, 0.146], [2.199, -2.192, -1.155], [4.298, -1.715, -1.168], [2.525, 1.141, -0.077], [-5.009, 0.211, 1.236], [-3.848, 0.507, 3.444], [2.321, 1.977, -1.439], [3.419, -1.014, 0.176], [4.242, 0.590, -1.727], [2.914, -0.103, -2.684], [-3.805, 0.948, -0.833], [-1.507, 1.370, 3.454]],
  "forces_ev_per_a": [[-0.2, 1.0, -3.0], [0.4, 0.5, 0.8], [1.0, -2.3, 1.9], [-3.1, -2.5, 0.4], [-0.3, -0.2, 0.0], [0.2, 1.5, -2.8], [-0.6, 0.7, 1.8], [0.2, -0.3, 0.2], [0.3, 0.1, -0.3], [0.1, -0.1, 0.3], [0.6, 0.3, 0.3], [0.0, 0.1, 0.4], [-0.3, -0.3, -0.1], [0.3, 0.2, -0.1], [0.7, -0.6, 0.5], [0.0, 0.4, 0.8], [1.7, -0.1, 0.2], [0.0, 0.0, 0.0], [-0.3, -0.2, -0.2], [-0.7, 1.1, -0.1], [0.0, 0.1, -0.1], [0.0, 0.2, 0.0], [0.0, 0.0, 0.0], [0.2, 0.0, -0.1], [-0.3, 0.5, -0.3], [0.0, 0.0, 0.0], [0.1, 0.0, 0.0], [0.0, 0.1, 0.0], [0.0, 0.0, 0.0], [0.0, -0.1, -0.2], [0.0, 0.0, 0.0], [0.0, -0.1, 0.0], [0.0, 0.0, 0.0], [-0.1, 0.0, 0.0], [0.0, -0.1, 0.0]],
  "multiplicity": 2,
  "e_homo_ev": [-0.481, -0.474],
  "total_energy_ha": -9495.2545,
  "largest_force_ev_per_a": 4.1,
  "charge": -2,
  "e_above_lowest_ev": 6.2343,
  "gap_ha": [0.1692, 0.1436]
}

***

Entry 3:
{
  "formula": "C5H7NO",
  "method": "ωB97M-V with the def2-TZVPD basis set",
  "symbols": ["O", "N", "C", "C", "C", "C", "C", "H", "H", "H", "H", "H", "H", "H"],
  "xyz": [[-1.263, -1.892, 0.592], [2.864, 1.193, -0.630], [0.603, 0.162, 0.209], [-0.096, -0.516, -0.968], [1.875, 0.735, -0.247], [-0.276, 1.239, 0.856], [-1.132, -1.514, -0.671], [0.603, -1.080, -1.607], [-1.206, 0.790, 1.217], [0.237, 1.702, 1.702], [0.832, -0.606, 0.959], [-0.522, 2.024, 0.133], [-0.576, 0.203, -1.645], [-1.943, -2.442, 0.099]],
  "forces_ev_per_a": [[-0.7, -0.4, -1.5], [-0.8, -0.4, 0.3], [0.1, 0.0, 0.1], [0.1, 0.2, 0.0], [0.8, 0.4, -0.2], [-0.1, 0.1, 0.1], [0.5, 0.7, -1.1], [0.0, 0.1, 0.0], [0.1, 0.1, -0.1], [-0.1, -0.1, -0.1], [0.1, 0.1, -0.1], [0.0, -0.1, 0.1], [0.2, 0.0, 0.1], [-0.3, -0.7, 2.3]],
  "e_homo_ev": -8.997,
  "total_energy_ha": -324.5889,
  "largest_force_ev_per_a": 2.4,
  "charge": 0,
  "e_above_lowest_ev": 3.6880,
  "gap_ha": 0.3547
}